## a
ORCA calculation (wB97M-V/def2-TZVPD) on a cluster of 3 separate species, C7H17NO in total.

Geometry as XYZ:
```
26
Properties=species:S:1:pos:R:3:mulliken_charge:R:1
C 1.09028 0.09755 0.25654 1.4178
C 1.05658 1.59394 0.47992 -1.4805
C 1.55763 -0.65277 1.47914 -1.7437
C 1.76312 -0.33308 -1.02787 -1.5083
H -0.39194 0.15128 -0.39225 -0.1377
H 0.35513 1.83428 1.28232 0.3320
H 0.76349 2.13845 -0.42282 0.2961
H 2.04665 1.96306 0.77344 0.4644
H 2.57429 -0.33429 1.74548 0.4452
H 1.72083 -1.41530 -1.16422 0.3444
H 1.58867 -1.73110 1.31369 0.3485
H 0.90846 -0.44650 2.33265 0.3785
H 2.82358 -0.04883 -1.01480 0.4314
H 1.31944 0.14225 -1.90798 0.3320
C -1.81720 0.52289 -1.22742 -0.8286
C -1.01519 -1.95028 0.07976 -1.5367
C -0.96373 -0.48277 0.41263 1.2751
N -2.46258 1.61286 -0.64369 -0.5109
O -1.45099 0.02588 1.42288 -0.7276
H -1.86921 2.42764 -0.55958 0.2934
H -2.81718 1.37622 0.28203 0.2953
H -1.17160 0.78307 -2.06404 0.3256
H -2.47169 -0.31148 -1.46344 0.3548
H -0.52168 -2.17598 -0.86570 0.3228
H -0.55324 -2.53108 0.87959 0.3453
H -2.06191 -2.25592 0.01372 0.4714
```

Calculated values
E_LUMO: 0.74 eV
gap between HOMO and LUMO: 7.8149 eV
highest occupied orbital energy: -7.071 eV

## b
ORCA calculation (wB97M-V/def2-TZVPD) on a cluster of 2 separate species, C7H17NO in total.

Geometry as XYZ:
```
26
Properties=species:S:1:pos:R:3:mulliken_charge:R:1
C -0.13616 -3.25093 2.25819 -0.7294
C -1.50155 -3.56216 1.56759 -0.5363
H -0.23089 -3.04768 3.31589 0.2681
H 0.62652 -4.04254 2.14263 0.2718
H 0.35267 -2.42773 1.73096 0.1560
H -2.30351 -3.86748 2.23558 0.3357
H -1.26955 -4.35054 0.83809 0.2240
H -1.70848 -2.68720 0.92566 0.0403
C 0.89201 1.88828 0.16897 -0.7212
C -0.21243 2.96916 0.31050 -1.0437
C 2.02148 1.75371 -2.15667 -1.1557
C -1.06690 0.04117 -0.78534 -0.7691
C 0.05353 0.45364 -1.72048 0.6967
O 0.23537 -0.08132 -2.78793 -0.6217
N 0.84506 1.55083 -1.27469 0.1491
H 1.85559 2.38305 0.36528 0.4207
H 0.65597 1.14065 0.84659 0.3160
H -0.99916 3.02848 -0.46150 0.3706
H 0.21124 4.00795 0.34444 0.2853
H 2.89308 1.21508 -1.73687 0.3563
H -0.98119 -0.98770 -0.45885 -0.0347
H -0.93342 2.92422 1.14716 0.3845
H 1.80609 1.18557 -3.07950 0.3528
H 2.08596 2.78872 -2.38973 0.3763
H -1.18363 0.77493 0.00669 0.2891
H -2.00769 0.19985 -1.35267 0.3184
```

Calculated values
E_LUMO: 0.82 eV
structure (SMILES): CCN(C)C(C)=O.CC
gap between HOMO and LUMO: 9.9198 eV
highest occupied orbital energy: -9.101 eV

Which of them is the most stable, and which is the least stable? b and a, in that order.

## a
ORCA calculation (wB97M-V/def2-TZVPD) on a cluster of 2 separate species, C7H17NO in total.

Geometry as XYZ:
```
26
Properties=species:S:1:pos:R:3:mulliken_charge:R:1
C -1.56989 -0.38890 -0.57406 0.7317
C -0.91213 1.23619 -0.77891 -1.0957
C -1.88778 -0.61095 0.88894 -1.4071
C -0.78501 -1.51611 -1.18698 -1.3923
C -0.16738 2.06737 0.27683 -0.9817
H -2.49325 -0.25755 -1.14179 0.3069
H -0.52535 1.41400 -1.78868 0.4803
H -1.89535 1.70380 -0.86258 0.5213
H -0.65804 -1.40626 -2.26258 0.3385
H 0.24237 -1.56327 -0.76128 0.4023
H -2.51934 -1.49528 0.98608 0.4592
H -2.42876 0.23471 1.30875 0.3542
H -0.98720 -0.78152 1.47374 0.1272
H -1.25134 -2.47722 -0.97460 0.3820
H 0.90538 2.06638 0.10633 0.4009
H -0.51281 3.10015 0.23433 0.3440
H -0.35557 1.68797 1.27918 0.2163
C 1.88553 -0.71190 1.47267 -0.8089
C 2.53773 -0.21648 0.19344 0.5926
N 1.69855 -0.04067 -0.84983 -0.2032
O 3.73680 -0.03121 0.10338 -0.6530
H 2.13809 0.24961 -1.71122 0.1602
H 0.60940 0.23573 -0.79740 -0.0421
H 2.66128 -0.93782 2.19925 0.3455
H 1.30524 -1.61423 1.28557 0.2862
H 1.22881 0.05349 1.88138 0.1346
```

Calculated values
E_LUMO: 0.84 eV
structure (SMILES): CC(N)=O.CCC(C)C
gap between HOMO and LUMO: 10.3062 eV
highest occupied orbital energy: -9.471 eV

## b
ORCA calculation (wB97M-V/def2-TZVPD) on a structure of composition C7H17NO.

Geometry as XYZ:
```
26
Properties=species:S:1:pos:R:3:mulliken_charge:R:1
C 1.46972 2.43838 -0.00540 -1.0589
C 1.13638 1.16175 0.53994 -0.1587
C 1.30242 -0.08245 -0.12272 -0.4515
C 1.09344 -1.26208 0.78809 -0.6104
C 1.24827 -2.46752 -0.05301 -1.1423
C -2.41823 -0.15489 0.22608 0.5493
C -2.55811 1.16199 -0.48406 -0.7902
H 2.29967 2.36672 -0.66864 0.3883
H 0.37355 3.03244 -0.51928 0.1641
H 1.97764 3.21304 1.00802 0.2121
H 0.09583 1.36944 0.94298 0.0575
H 1.71064 0.88554 1.55290 0.2179
H 0.53089 -0.28598 -0.82393 0.1633
H 2.23345 -0.01563 -0.64068 0.5006
H 0.15807 -1.35849 1.10456 0.3422
H 1.72812 -1.36195 1.58309 0.6122
H 2.16266 -2.45851 -0.75809 0.2567
H 1.32861 -3.59241 0.24328 0.2781
H 0.43257 -2.27500 -0.70052 0.2454
H -2.09084 -2.30419 0.02333 0.3750
H -2.41554 -1.27682 -1.60052 0.3790
H -3.60710 1.15338 -1.22849 0.2739
H -1.27417 1.07569 -1.41130 0.1914
H -2.50076 2.44925 0.07702 0.2790
N -1.62649 -1.23335 -0.61778 -0.7065
O -2.79070 -0.17835 1.54514 -0.5673
```

Calculated values
E_LUMO: 0.05 eV
gap between HOMO and LUMO: 10.0554 eV
highest occupied orbital energy: -10.000 eV

## c
ORCA calculation (wB97M-V/def2-TZVPD) on a cluster of 2 separate species, C7H17NO in total.

Geometry as XYZ:
```
26
Properties=species:S:1:pos:R:3:mulliken_charge:R:1
C -1.72975 -2.49905 -1.87872 -0.7873
C -0.65283 -3.27586 -1.08552 -0.8700
H -1.20154 -1.86041 -2.53266 0.2500
H -2.35068 -3.26741 -2.42134 0.3307
H -2.46812 -2.00784 -1.25045 0.2283
H 0.26454 -3.49865 -1.53554 0.3351
H -1.11644 -4.25965 -0.83957 0.3060
H -0.47677 -2.79373 -0.20404 0.2145
C 1.06328 0.08519 0.47807 -0.6413
C 2.60710 0.08419 0.22863 -1.2307
C 0.76727 2.32648 -0.14548 -1.0606
C -1.36371 2.49374 1.89320 -1.0283
C -0.81480 1.36362 1.12348 0.6916
O -1.39017 0.29342 0.80402 -0.5953
N 0.56896 1.37774 1.07597 -0.2060
H 0.64455 -0.01258 -0.53850 0.3098
H 0.84580 -0.56490 1.19559 0.7525
H 3.26222 0.89366 0.49252 0.3565
H 2.77474 -0.11195 -0.90125 0.2583
H 1.57025 2.96857 0.22044 0.3016
H -2.58678 2.50088 1.90822 0.2687
H 3.00562 -0.81166 0.64465 0.3655
H 0.90445 1.74678 -1.12918 0.2811
H -0.06145 2.98449 -0.24922 0.5134
H -0.88978 2.36797 2.98590 0.2464
H -1.17596 3.47696 1.66078 0.4096
```

Calculated values
E_LUMO: 0.82 eV
structure (SMILES): CCN(C)C(C)=O.CC
gap between HOMO and LUMO: 10.4575 eV
highest occupied orbital energy: -9.637 eV

Which of them is the most stable, and which is the least stable? a and b, in that order.

## a
ORCA calculation (wB97M-V/def2-TZVPD) on the molecule C23H36N4O2.

Geometry as XYZ:
```
65
Properties=species:S:1:pos:R:3:mulliken_charge:R:1
C -4.36358 -1.47880 3.30267 -1.5494
H -4.75668 -0.57476 3.76272 0.3298
H -4.68480 -2.33187 3.89575 0.4418
H -3.27682 -1.43380 3.33033 0.3541
C -4.86733 -1.60393 1.86550 0.7425
C -6.38958 -1.71450 1.85504 -1.5474
H -6.71196 -2.53344 2.49442 0.4489
H -6.76396 -1.90264 0.85254 0.3518
H -6.83742 -0.79460 2.22449 0.3280
C -4.37745 -0.40653 1.04314 0.1472
C -4.67674 -0.53433 -0.45412 -0.9124
C -4.07762 0.63096 -1.22141 0.6759
O -4.75889 1.59603 -1.51908 -0.6896
N -2.76811 0.56263 -1.56568 0.2138
C -1.81282 -0.46539 -1.22702 -1.2397
H -2.29684 -1.29216 -0.71317 0.4722
C -0.69408 0.10413 -0.34932 0.2391
H 0.03387 -0.68260 -0.14180 -0.2417
H -1.12381 0.45628 0.58936 0.2026
C -0.01180 1.26536 -1.07860 -0.7077
N 1.14961 1.74545 -0.34435 0.7068
C 2.06909 2.56779 -1.10985 -0.8367
H 1.76718 3.62650 -1.10563 0.4698
C 3.48001 2.42036 -0.52489 -1.2719
H 4.08796 3.26141 -0.86143 0.3486
H 3.93963 1.50779 -0.90778 0.3868
C 3.45493 2.37366 1.01380 0.5925
C 3.64051 0.96048 1.57504 0.0498
O 4.44427 0.71610 2.45483 -0.7426
N 2.84536 0.04060 1.00886 0.3932
H 2.16182 0.35894 0.31943 -0.1460
C 2.82205 -1.34612 1.41137 -1.0476
C 2.83252 -2.22096 0.18654 0.6741
N 1.71899 -2.21117 -0.53850 -0.1677
C 1.67318 -2.93318 -1.64353 -0.1426
C 2.73030 -3.70880 -2.09203 -0.7117
C 3.89523 -3.71829 -1.34073 -0.3639
C 3.95062 -2.96020 -0.18287 -0.7458
H 4.84063 -2.93788 0.42638 0.3924
H 4.74644 -4.30582 -1.65297 0.4106
H 2.64501 -4.28564 -2.99955 0.3866
H 0.73993 -2.88680 -2.19066 0.3842
H 1.91261 -1.55184 1.99135 0.2360
H 3.69762 -1.52375 2.03992 0.5419
C 2.15649 3.00401 1.53117 -1.4294
C 0.89477 2.33495 0.96629 -0.6217
H 0.09441 3.08944 0.92761 0.4165
H 0.57174 1.53582 1.63834 0.3727
H 2.13288 2.95319 2.62045 0.4992
H 2.16685 4.06028 1.25352 0.4237
H 4.29291 2.95214 1.41406 0.5449
H 2.07195 2.23090 -2.14882 0.4659
C -1.07325 2.32145 -1.42816 -0.4964
H -0.62335 3.14663 -1.98252 0.4348
H -1.52505 2.71884 -0.51813 0.2106
C -2.16848 1.67545 -2.27411 -1.3342
H -2.96281 2.39078 -2.49341 0.5351
H -1.74436 1.30909 -3.21719 0.3770
H 0.38699 0.86645 -2.02204 0.2695
H -1.37464 -0.84908 -2.15805 0.3289
H -5.75366 -0.47806 -0.61391 0.4946
H -4.32215 -1.49105 -0.83968 0.3623
H -4.84824 0.50528 1.41648 0.3796
H -3.29994 -0.30468 1.19042 -0.3400
H -4.44753 -2.51911 1.43039 0.2494
```

Calculated values
E_LUMO: 0.58 eV
structure (SMILES): CC(C)CCC(=O)N1CCC(N2CCC(C(=O)NCc3ccccn3)CC2)CC1
gap between HOMO and LUMO: 9.2404 eV
highest occupied orbital energy: -8.656 eV

## b
ORCA calculation (wB97M-V/def2-TZVPD) on the molecule C23H36N4O2.

Geometry as XYZ:
```
65
Properties=species:S:1:pos:R:3:mulliken_charge:R:1
C -7.75088 -2.17676 0.12104 -1.2565
H -8.47979 -2.57844 0.61190 0.4735
H -7.08056 -2.91977 -0.40581 0.2499
H -8.13836 -1.61242 -0.80964 0.2750
C -6.88018 -1.49196 0.77046 -0.5004
N -5.86823 -0.84002 0.22893 0.7679
C -4.73913 -1.47020 0.01027 -1.0159
C -3.96484 -0.42551 -1.05448 0.4981
C -4.84263 0.70951 -1.11238 0.6154
N -5.86819 0.42179 -0.35582 -1.0300
C -4.59874 2.16496 -1.70530 -1.5382
H -3.92072 2.65548 -1.27026 0.3692
H -5.44739 2.33993 -1.91333 0.6718
H -4.12110 1.86876 -2.68319 0.2988
C -2.61269 -0.65955 -1.68065 -1.3759
N -1.59320 -0.06412 -0.65333 0.3136
C -0.21394 -0.31105 -1.41491 -3.1297
C 0.78760 0.55269 -0.61534 -0.2666
N 1.01812 0.21383 0.59684 0.4837
C -0.36698 0.12561 1.51556 -1.1318
C -1.44491 -0.62867 0.45007 -0.9101
H -1.23815 -1.59511 0.60942 0.8275
H -2.37214 -0.44782 1.09831 0.2979
C -0.90334 1.44696 2.21957 -1.6914
H -0.14319 1.83497 2.59996 0.6167
H -1.71705 1.19406 2.50618 0.9494
C -1.01039 2.45790 1.17030 -0.6771
O -1.95794 2.68791 0.14511 -0.5626
H -1.93373 1.63716 -0.18028 0.4585
H -0.01901 2.90161 0.80930 0.3711
H -1.33805 3.57590 1.76862 0.2487
H -0.18913 -0.61502 2.13024 0.9588
C 2.06831 0.69591 1.42166 -1.2993
C 3.33787 0.20178 0.73026 0.0675
C 4.12960 1.29980 0.31150 -0.7518
C 5.44122 1.33353 -0.22744 -0.9982
C 5.88774 -0.16391 -0.56519 0.3418
C 5.06280 -1.21672 0.31600 0.4104
C 3.79409 -0.94247 0.62277 1.8802
C 2.85020 -2.01162 1.15384 -3.2045
H 2.01056 -1.91048 1.31270 1.1050
H 2.88359 -2.88607 0.58469 0.6846
H 3.21995 -2.55303 2.05209 0.4795
C 5.53140 -2.78141 -0.05219 -1.8532
H 5.40306 -3.10252 0.80056 0.7676
H 5.15874 -3.26102 -0.82919 0.4546
H 6.70045 -2.73448 -0.35400 0.2153
O 7.20600 -0.64684 -0.89866 -0.3635
C 7.94149 0.62689 -1.48214 -1.0850
H 8.68013 0.11072 -1.70614 0.3916
H 8.21603 1.25762 -0.60856 0.3898
H 7.47839 1.15653 -2.23788 0.3940
H 6.17744 2.03038 -0.69853 0.3239
H 3.88813 2.30302 0.50861 0.3678
H 2.08136 1.68306 1.62244 0.8610
H 2.05247 0.31804 2.61605 0.2462
H 0.59201 1.62354 -0.81738 0.1202
H 1.71423 0.43903 -1.11752 0.8686
H 0.07770 -1.11055 -1.54422 1.2638
H -0.19962 0.26664 -2.17627 0.7409
H -2.35501 -1.79710 -1.76955 0.3178
H -2.54142 -0.18204 -2.44967 0.8180
H -4.35625 -2.32817 0.10547 0.7457
H -6.65259 -1.94068 1.85323 0.3155
H -7.45461 -0.58817 1.36642 0.3244
```

Calculated values
E_LUMO: 0.61 eV
structure (SMILES): CCn1cc(CN2CCN(Cc3ccc(OC)c(C)c3C)[C@@H](CCO)C2)c(C)n1
gap between HOMO and LUMO: 8.4772 eV
highest occupied orbital energy: -7.868 eV

Which of them is the most stable, and which is the least stable? a and b, in that order.

## a
ORCA calculation (wB97M-V/def2-TZVPD) on the molecule C5H7ClOS.

Geometry as XYZ:
```
15
Properties=species:S:1:pos:R:3:mulliken_charge:R:1
C -1.53747 -0.44492 0.20943 -0.1570
C -0.60654 -1.30791 -0.58888 -0.6397
C 0.53177 -0.85022 0.29790 -0.1292
C 1.58598 1.42645 -0.27389 -0.2937
C -0.26181 0.37401 0.64336 -0.2902
H -1.92758 -0.92438 1.16393 0.3080
H -0.35348 -0.67027 -1.52403 0.2388
H -0.72303 -2.35487 -1.00273 0.3545
H 0.85949 -1.43803 1.20285 0.3650
H 1.77223 2.19737 -1.09689 0.2588
H 1.84881 1.77949 0.67630 0.3196
H -0.38320 0.83750 1.61453 0.5048
O 0.13537 1.30022 -0.30309 -0.4296
S 2.00618 -0.33581 -0.52670 -0.2025
Cl -2.94673 0.41138 -0.49208 -0.2075
```

Calculated values
E_LUMO: 0.81 eV
structure (SMILES): Cl[C@H]1C[C@H]2SCO[C@@H]12
gap between HOMO and LUMO: 9.7513 eV
highest occupied orbital energy: -8.936 eV

## b
ORCA calculation (wB97M-V/def2-TZVPD) on a structure of composition C5H7ClOS.

Geometry as XYZ:
```
15
Properties=species:S:1:pos:R:3:mulliken_charge:R:1
C -1.65709 -1.92478 0.19347 -1.1045
C -1.29427 -0.47387 0.10490 0.8942
C -0.05135 0.10436 0.02451 0.3238
C 0.36347 1.61731 -0.28608 -0.5121
C 1.00490 -0.85039 0.06428 -0.5293
H -2.51299 -2.31198 -0.40582 0.3276
H -2.03122 -2.06958 1.31491 0.2729
H -0.87346 -2.64652 0.11004 0.3348
H 0.50248 1.69032 -1.61097 0.2564
H -0.59919 2.33501 0.02242 0.2680
H 2.48381 1.78558 -0.18694 0.3519
H 0.86478 -1.95148 0.44100 0.0902
O 1.54453 1.86433 0.69375 -0.5286
S 2.72963 -0.76855 -0.21230 -0.2578
Cl -2.59168 0.57147 -0.14379 -0.1875
```

Calculated values
E_LUMO: -1.10 eV
gap between HOMO and LUMO: 7.3594 eV
highest occupied orbital energy: -8.464 eV

## c
ORCA calculation (wB97M-V/def2-TZVPD) on a structure of composition C5H7ClOS.

Geometry as XYZ:
```
15
Properties=species:S:1:pos:R:3:mulliken_charge:R:1
C -2.02238 -0.71698 -1.32637 -0.4525
C -1.02970 0.62022 0.42635 -0.5663
C 0.49317 0.84285 -0.12237 0.1746
C 1.56861 0.62399 0.95994 0.3377
C 2.69763 -0.41478 0.90997 -0.7292
H -2.19778 -0.89531 -2.76851 0.2266
H -0.70854 -1.22919 -1.04185 0.1751
H -3.16791 -0.99922 -0.69850 0.2400
H -1.16123 1.57948 1.16384 0.3569
H -1.00967 -0.47265 0.91269 0.3840
H 3.49658 -0.39504 1.55161 0.3399
H 2.86234 -0.91534 -0.05478 0.2386
O -1.93706 0.71790 -0.66580 -0.3802
S 0.99815 0.33992 -1.68624 -0.1623
Cl 1.11778 1.31413 2.44002 -0.1829
```

Calculated values
E_LUMO: -1.60 eV
gap between HOMO and LUMO: 7.2293 eV
highest occupied orbital energy: -8.831 eV

Which of them is the most stable, and which is the least stable? a and c, in that order.